#P
Computed, not measured: a cluster of 4 separate species, C4H15NO3 in total, with ωB97M-V/def2-TZVPD.

Output
* charge: +1
* spin multiplicity: 2
* lowest unoccupied orbital energy (spin up / spin down): -3.6 / -8.8 eV
* E_HOMO (spin up / spin down): -13.8784 / -13.8782 eV
* gap between HOMO and LUMO (spin up / spin down): 10.3 / 5.1 eV

Each line ends with the Mulliken charge.
CARTESIAN COORDINATES (ANGSTROEM)
1 N 1.014 0.560 -0.527  0.0035
2 C -0.352 0.177 -0.786  -0.4486
3 C -1.268 0.481 0.450  -0.5426
4 C -0.239 1.241 1.311  -0.6033
5 C 1.221 0.840 0.874  -0.4520
6 H 1.236 1.417 -1.073  0.4100
7 H -0.779 0.777 -1.623  0.3560
8 H -0.466 -0.898 -1.020  0.2566
9 H -2.162 0.975 0.245  0.3878
10 H -1.507 -0.491 1.027  0.2803
11 H -0.380 2.246 0.921  0.2816
12 H -0.270 1.142 2.355  0.4159
13 H 2.046 1.581 1.158  0.3660
14 H 1.516 0.014 1.496  0.2977
15 H 2.522 -3.166 -5.110  0.3177
16 H 1.788 -3.166 -3.660  0.3071
17 O 2.450 -2.781 -4.236  -0.6312
18 H -4.595 1.781 3.609  0.2983
19 H -4.201 2.486 4.720  0.3185
20 O -4.781 2.674 3.959  -0.6161
21 H 2.102 -2.383 -1.667  0.3095
22 H 1.679 -1.655 -0.579  0.2500
23 O 2.104 -2.521 -0.730  -0.5627

***

#Q
Computed, not measured: a cluster of 3 separate species, C4H15NO3 in total, with ωB97M-V/def2-TZVPD.

Output
* charge: +1
* spin multiplicity: 2
* lowest unoccupied orbital energy (spin up / spin down): -2.9 / -7.7 eV
* E_HOMO (spin up / spin down): -14.2658 / -14.2645 eV
* gap between HOMO and LUMO (spin up / spin down): 11.3 / 6.6 eV

Each line ends with the Mulliken charge.
CARTESIAN COORDINATES (ANGSTROEM)
1 C 2.625 -1.485 -0.746  -0.7433
2 N 1.647 -0.389 -0.726  0.2682
3 C 1.833 0.699 0.104  -0.8976
4 C 0.263 -0.860 -0.508  -0.8573
5 C -0.804 0.030 -1.225  -0.4056
6 O -2.042 -0.032 -0.619  -0.5597
7 H 3.510 -1.086 -0.175  0.3662
8 H 2.181 -2.367 -0.307  0.3297
9 H 2.752 -1.594 -1.856  0.3341
10 H 2.268 0.420 1.107  0.4091
11 H 0.771 1.213 0.329  0.3358
12 H 2.618 1.354 -0.211  0.3808
13 H 0.135 -0.849 0.585  0.4631
14 H 0.133 -1.899 -0.800  0.4574
15 H -0.977 -0.394 -2.221  0.3179
16 H -0.299 1.070 -1.278  0.3843
17 H -1.831 -0.428 0.291  0.4017
18 H -3.915 2.134 0.396  0.3171
19 H -2.413 1.436 0.160  0.4254
20 O -2.973 2.072 0.651  -0.7574
21 H -1.402 0.007 2.992  0.2939
22 H -2.269 0.904 1.926  0.4114
23 O -1.812 0.043 2.132  -0.6754

***

Verdict on stability: #Q comes out on top.

***

#P
Computed, not measured: a structure of composition C4H7IO2, with ωB97M-V/def2-TZVPD.

Output
* charge: 0
* spin multiplicity: 1
* lowest unoccupied orbital energy: 0.5 eV
* E_HOMO: -7.2784 eV
* gap between HOMO and LUMO: 7.7 eV

Each line ends with the Mulliken charge.
CARTESIAN COORDINATES (ANGSTROEM)
1 C 1.173 0.310 -0.898  -0.5296
2 C 1.960 0.176 0.468  -0.2576
3 C 0.306 1.278 -0.037  0.6820
4 C -1.672 -1.456 0.415  -1.0688
5 O 0.872 0.958 1.124  -0.3356
6 O -0.610 1.963 -0.419  -0.6236
7 I -3.227 -0.082 0.433  0.2926
8 H 1.561 0.712 -1.790  0.2992
9 H 0.732 -0.490 -1.368  0.2935
10 H 1.942 -0.718 1.026  0.2570
11 H 2.972 0.661 0.558  0.2217
12 H -1.517 -1.965 1.314  0.3137
13 H -1.782 -2.300 -0.260  0.3026
14 H -2.710 0.951 -0.566  0.1528

***

#Q
Computed, not measured: a cluster of 2 separate species, C4H7IO2 in total, with ωB97M-V/def2-TZVPD.

Output
* charge: 0
* spin multiplicity: 1
* lowest unoccupied orbital energy (spin up / spin down): -1.0 / -0.3 eV
* E_HOMO (spin up / spin down): -8.3980 / -8.3487 eV
* gap between HOMO and LUMO (spin up / spin down): 7.4 / 8.1 eV

Each line ends with the Mulliken charge.
CARTESIAN COORDINATES (ANGSTROEM)
1 C 1.837 -0.007 1.214  0.0817
2 C -1.210 1.054 0.057  -0.8661
3 C -0.164 -1.207 0.292  -0.8979
4 C -0.899 -0.298 -0.676  0.3135
5 O 1.904 0.560 2.222  -0.3329
6 O -0.130 -0.090 -1.929  -0.5450
7 I 3.332 -0.282 -0.204  0.0557
8 H -1.890 0.892 0.857  0.3397
9 H -0.162 1.248 0.397  0.1642
10 H -1.604 1.887 -0.565  0.2883
11 H -0.747 -1.418 1.176  0.3027
12 H 0.663 -1.860 0.086  0.4809
13 H -1.730 -0.932 -1.013  0.3232
14 H 0.800 0.452 -1.912  0.2920

***

Verdict on stability: #Q comes out on top.